1.
Molecular formula: C4H6N2
Method: DFT, ωB97M-V with the def2-TZVPD basis set

Gap between HOMO and LUMO ... 9.88 eV
LUMO energy ... 0.9 eV
DFT total energy ... -7220.9539 eV
2S+1 ... 1
Strongest force on any atom ... 5.315 eV/Å

CARTESIAN COORDINATES (ANGSTROEM)
H (2.234, -0.085, 0.869)
C (-1.109, 0.161, -1.037)
H (0.165, -0.168, 1.891)
H (-0.614, 1.909, -0.081)
C (0.701, -0.946, -0.152)
H (0.058, -0.813, -1.545)
N (-1.544, -0.130, -2.072)
H (1.009, -1.944, 0.160)
C (0.218, 0.051, 0.831)
N (1.514, 0.213, 0.212)
H (-1.784, 0.873, 0.736)
C (-0.847, 0.879, 0.188)

Atomic partial charges in e from the Mulliken method, atoms 1 to 4: 0.247, 0.326, 0.427, 0.276



2.
Molecular formula: C4H6N2
Method: DFT, ωB97M-V with the def2-TZVPD basis set

Gap between HOMO and LUMO ... 9.07 eV
LUMO energy ... 0.9 eV
DFT total energy ... -7222.4121 eV
2S+1 ... 1
Strongest force on any atom ... 0.581 eV/Å

CARTESIAN COORDINATES (ANGSTROEM)
N (1.307, 0.597, -0.381)
H (-0.351, -0.972, 1.184)
H (-1.112, -0.583, -1.786)
H (2.483, 1.143, 1.194)
H (-0.205, -1.980, -1.231)
N (-2.205, -0.331, 0.470)
H (1.461, 2.489, 0.352)
C (-1.013, -0.744, 0.336)
H (-2.446, -0.263, 1.461)
C (1.777, 1.454, 0.432)
C (0.894, -0.170, -1.245)
C (-0.398, -0.919, -1.027)

Atomic partial charges in e from the Mulliken method, atoms 1 to 4: 0.042, 0.358, 0.248, 0.260



3.
Molecular formula: C4H6N2
Method: DFT, ωB97M-V with the def2-TZVPD basis set

Gap between HOMO and LUMO ... 8.17 eV
LUMO energy ... 1.0 eV
DFT total energy ... -7219.4930 eV
2S+1 ... 1
Strongest force on any atom ... 0.387 eV/Å

CARTESIAN COORDINATES (ANGSTROEM)
H (-1.275, 1.134, -0.549)
H (1.964, -0.599, -0.045)
H (0.675, -2.348, -1.188)
C (-0.691, 0.256, -0.228)
H (-1.778, -1.431, -1.384)
N (0.093, 1.430, 1.607)
N (0.338, -1.407, -1.018)
H (-0.244, 2.305, 1.204)
H (0.578, 1.526, 2.486)
C (-0.921, -1.010, -0.877)
C (1.093, -0.317, -0.650)
C (-0.016, 0.233, 1.034)

Atomic partial charges in e from the Mulliken method, atoms 1 to 4: 0.267, 0.184, 0.213, 0.005



4.
Molecular formula: C4H6N2
Method: DFT, ωB97M-V with the def2-TZVPD basis set

Gap between HOMO and LUMO ... 8.99 eV
LUMO energy ... 0.9 eV
DFT total energy ... -7223.1068 eV
SMILES ... [H]/N=C1\C=CNC1
2S+1 ... 1
Strongest force on any atom ... 3.130 eV/Å

CARTESIAN COORDINATES (ANGSTROEM)
N (-2.082, 0.165, 0.128)
C (1.298, -0.745, 0.078)
H (2.134, 1.144, 0.349)
C (-0.058, 1.105, 0.033)
H (-0.167, -2.306, -0.345)
C (-0.853, -0.142, -0.122)
H (-1.001, 1.495, 0.609)
H (2.228, -1.304, 0.198)
H (-0.027, 1.692, -0.891)
H (-2.830, -0.445, -0.142)
C (0.073, -1.256, -0.250)
N (1.284, 0.599, 0.354)

Atomic partial charges in e from the Mulliken method, atoms 1 to 4: -0.661, -0.334, 0.229, -0.421



5.
Molecular formula: C4H6N2
Method: DFT, ωB97M-V with the def2-TZVPD basis set

Gap between HOMO and LUMO ... 11.12 eV
LUMO energy ... 0.7 eV
DFT total energy ... -7222.8765 eV
SMILES ... [H]/N=C/[C@@H](C)C#N
2S+1 ... 1
Strongest force on any atom ... 3.076 eV/Å

CARTESIAN COORDINATES (ANGSTROEM)
H (-2.254, 0.409, 0.682)
H (-1.986, -0.336, -0.905)
C (0.472, 1.223, 0.955)
H (0.539, -1.667, -0.762)
H (-0.400, 1.429, -0.357)
C (-1.604, -0.265, 0.125)
H (2.710, -1.081, -0.770)
C (-0.202, 0.329, 0.044)
N (2.099, -0.320, -0.469)
C (0.878, -0.652, -0.479)
N (1.280, 2.007, 1.234)
H (-1.691, -1.267, 0.557)

Atomic partial charges in e from the Mulliken method, atoms 1 to 4: 0.362, 0.301, -0.007, 0.363



6.
Molecular formula: C4H6N2
Method: DFT, ωB97M-V with the def2-TZVPD basis set

Gap between HOMO and LUMO ... 8.65 eV
LUMO energy ... 0.7 eV
DFT total energy ... -7220.9695 eV
2S+1 ... 1
Strongest force on any atom ... 0.561 eV/Å

CARTESIAN COORDINATES (ANGSTROEM)
C (1.252, -0.415, -0.579)
H (-1.825, -0.392, 1.425)
H (3.071, -1.189, 0.047)
H (1.219, -1.162, -1.368)
H (-1.188, 1.852, -0.510)
H (-2.211, -0.851, -0.229)
C (-2.070, 0.006, 0.438)
N (2.964, 0.703, 0.643)
C (-0.964, 0.854, -0.140)
C (0.219, 0.334, -0.311)
H (-3.013, 0.549, 0.492)
N (2.528, -0.300, 0.111)

Atomic partial charges in e from the Mulliken method, atoms 1 to 4: -0.318, 0.298, 0.278, 0.362



Energy above the lowest of the compared OMol25 structures with the same formula, charge and spin across the listed records, respectively: 4.637, 3.179, 6.098, 2.484, 2.714, 4.622 eV.